{"formula": "C35H29BrO7S", "method": "ωB97M-V with the def2-TZVPD basis set", "elements": ["O", "S", "O", "C", "C", "C", "C", "C", "C", "C", "Br", "O", "H", "H", "H", "H", "H", "H", "H", "H", "H", "H", "H", "H", "H", "C", "C", "C", "C", "C", "C", "C", "O", "C", "C", "C", "C", "C", "C", "C", "O", "H", "H", "H", "H", "H", "H", "H", "H", "C", "C", "C", "C", "C", "C", "C", "O", "C", "C", "C", "C", "C", "C", "C", "O", "H", "H", "H", "H", "H", "H", "H", "H"], "coordinates": [[9.638311, -6.237740, -1.137288], [9.506261, -4.998532, -1.820452], [9.094260, -3.948135, -0.640897], [9.044719, -2.545517, -1.000166], [9.118272, -2.222712, -2.475747], [7.944688, -2.794009, -3.282962], [7.222273, -3.971193, -2.631892], [5.976097, -4.369266, -3.459676], [4.651416, -4.112954, -2.744880], [4.180145, -2.663478, -2.840978], [4.816374, -1.554109, -1.363666], [8.058819, -5.148803, -2.601716], [8.095205, -2.168681, -0.634993], [9.836084, -2.032588, -0.464015], [9.056129, -1.139820, -2.541933], [10.073656, -2.477502, -2.913230], [8.273838, -3.138654, -4.256189], [7.198758, -2.021988, -3.427485], [6.890840, -3.713266, -1.635560], [6.001957, -3.834484, -4.402954], [6.083112, -5.421901, -3.692141], [4.726634, -4.381524, -1.697414], [3.897490, -4.741904, -3.204837], [4.536645, -2.201317, -3.747527], [3.102598, -2.620143, -2.797243], [0.521006, 0.347513, 1.343944], [1.377506, -0.313651, 0.469843], [0.866728, -0.990815, -0.622093], [-0.502012, -1.019827, -0.844038], [-1.364279, -0.370638, 0.041894], [-0.846735, 0.319260, 1.131359], [-2.838256, -0.418311, -0.156622], [-3.589530, 0.148827, 0.609945], [-3.366435, -1.187057, -1.317197], [-4.740285, -1.281552, -1.496408], [-5.248665, -1.982845, -2.575443], [-4.387321, -2.588177, -3.484258], [-3.017429, -2.500407, -3.309058], [-2.501520, -1.805560, -2.223101], [-1.025302, -1.742409, -2.035936], [-0.270697, -2.266574, -2.829824], [0.922208, 0.883817, 2.193348], [2.445911, -0.300972, 0.638820], [1.529770, -1.500789, -1.306056], [-1.518062, 0.830401, 1.807273], [-5.403856, -0.804619, -0.788985], [-6.319106, -2.058033, -2.711665], [-4.787493, -3.131187, -4.329926], [-2.342057, -2.970588, -4.009602], [-5.494541, 1.215480, 5.158827], [-4.844363, 0.952853, 3.957345], [-4.586764, 1.978696, 3.065446], [-4.986760, 3.274282, 3.369152], [-5.655872, 3.535858, 4.568037], [-5.900659, 2.502982, 5.463561], [-6.127439, 4.908809, 4.899879], [-6.700814, 5.139226, 5.944104], [-5.878704, 5.993392, 3.908744], [-6.349869, 7.272867, 4.173720], [-6.117246, 8.294862, 3.270668], [-5.406897, 8.045683, 2.100979], [-4.937892, 6.772429, 1.830155], [-5.176815, 5.740503, 2.728507], [-4.684814, 4.370364, 2.407086], [-4.056450, 4.157794, 1.391459], [-5.688733, 0.411605, 5.856547], [-4.537983, -0.056030, 3.713664], [-4.080128, 1.771333, 2.134203], [-6.410767, 2.714060, 6.392757], [-6.897354, 7.459828, 5.086641], [-6.488362, 9.289840, 3.477089], [-5.221627, 8.847685, 1.398953], [-4.387817, 6.570007, 0.922107]], "forces_ev_per_a": [[0.264, -0.983, 0.480], [-0.221, 0.512, -0.402], [-0.075, 0.175, -0.388], [0.047, 0.103, 0.106], [-0.252, 0.204, -0.190], [-0.011, -0.409, 0.397], [-0.451, -0.112, -1.144], [0.452, 0.072, 0.621], [0.347, 0.420, -0.284], [-0.046, -0.554, 0.174], [0.060, 0.052, -0.038], [0.206, 0.499, 0.595], [-0.200, -0.038, 0.254], [0.188, -0.037, 0.126], [0.107, 0.230, 0.078], [0.256, -0.258, -0.023], [0.072, 0.067, -0.315], [-0.179, 0.226, -0.093], [0.137, -0.120, 0.392], [-0.099, 0.069, -0.300], [-0.077, -0.226, 0.001], [-0.069, -0.286, 0.182], [-0.292, -0.075, -0.039], [-0.002, 0.259, -0.216], [-0.227, 0.215, 0.021], [0.008, -0.029, -0.039], [-0.003, 0.049, 0.077], [0.159, 0.016, 0.041], [-0.118, 0.008, 0.011], [0.014, -0.052, -0.066], [0.074, 0.034, 0.062], [-0.067, 0.105, 0.110], [-0.015, -0.085, -0.011], [0.097, -0.029, -0.039], [-0.109, -0.018, -0.044], [0.027, -0.025, -0.039], [-0.033, 0.020, 0.027], [-0.081, -0.049, -0.073], [-0.013, 0.051, 0.093], [0.118, -0.070, -0.119], [-0.010, -0.007, 0.017], [0.006, 0.004, 0.010], [0.013, 0.008, -0.007], [-0.046, -0.013, -0.055], [-0.075, -0.018, -0.034], [0.063, 0.049, 0.053], [-0.013, 0.001, -0.009], [-0.010, -0.007, -0.007], [0.083, 0.015, 0.040], [0.021, -0.021, -0.043], [-0.032, -0.010, 0.068], [0.059, -0.042, -0.015], [-0.066, 0.055, 0.103], [0.039, 0.038, -0.114], [-0.005, -0.112, 0.048], [-0.076, 0.022, 0.163], [0.003, -0.002, -0.019], [0.053, -0.062, -0.081], [-0.019, 0.123, -0.006], [0.025, -0.002, -0.040], [-0.021, 0.010, 0.036], [-0.007, 0.115, -0.052], [-0.061, -0.034, 0.095], [0.110, -0.050, -0.141], [-0.010, 0.011, 0.014], [-0.002, -0.011, 0.006], [0.010, -0.007, -0.013], [-0.020, 0.081, -0.036], [-0.023, 0.090, -0.012], [0.009, -0.086, 0.045], [0.002, 0.015, 0.000], [-0.003, 0.013, -0.006], [0.012, -0.095, 0.006]], "e_homo_ha": -0.356, "orbital_gap_ev": 8.57, "spin_multiplicity": 1, "energy_ev": -131976.20461}